Here is a molecular structure, C53H47CdN9OTe from the Open Molecules 2025 dataset. Energies are from wB97M-V/def2-TZVPD.

Summary:
charge	+1
HOMO energy (spin up / spin down)	-7.292 / -10.067	eV
lowest unoccupied orbital energy (spin up / spin down)	-3.3 / -3.3	eV
multiplicity	2
expectation value of S²	0.77
orbital gap (spin up / spin down)	0.1479 / 0.2499	Ha

Cartesian coordinates (Å):
Te 0.444 1.909 -1.293
Cd 0.701 -0.460 0.425
O -0.818 0.129 -2.295
N -3.374 -8.621 0.620
N 0.470 -2.220 -4.066
N -1.166 1.141 -0.355
N 0.181 -2.562 0.670
N 1.618 -1.701 2.752
N 3.004 -0.912 1.073
N 0.617 0.400 2.404
N 0.584 -1.804 5.216
N 1.207 -1.421 -1.500
C -1.184 5.267 0.993
C 0.623 4.811 -5.297
C -2.418 -0.874 -0.848
C 0.066 -2.632 4.254
C -2.721 -1.146 0.486
C -0.373 3.849 -5.257
C 0.743 5.780 -6.431
C -0.063 -2.770 -3.005
C -0.691 -4.448 1.839
C -0.924 4.333 0.003
C 4.062 -1.074 0.279
C 1.085 3.671 1.177
C 1.414 -1.290 -3.864
C -1.942 -6.234 0.633
C 2.472 -0.068 5.085
C 2.759 0.175 3.809
C 0.563 -2.608 2.997
C 0.357 3.088 -3.103
C 4.298 -3.359 0.898
C -0.254 1.233 2.917
C -3.846 -2.670 -1.547
C 3.220 -3.208 1.743
C 0.767 4.584 2.178
C -1.528 -7.326 1.395
C 1.036 -0.485 4.809
C -1.193 -4.973 0.639
C -0.357 5.390 2.104
C 4.755 -2.263 0.171
C -0.497 1.391 4.305
C -1.605 1.954 -4.255
C 0.225 3.536 0.087
C -0.918 -4.303 -0.544
C -2.994 -1.630 -1.865
C 2.372 2.907 1.297
C 2.616 -1.948 1.836
C -0.670 6.371 3.191
C 2.435 4.122 -2.064
C -2.272 -8.495 1.339
C 1.746 -0.872 -2.594
C -3.573 -2.190 0.791
C -1.442 0.169 -1.190
C 1.526 4.858 -4.243
C -0.015 -3.239 1.816
C -3.091 -6.381 -0.142
C 1.416 4.006 -3.156
C -4.136 -2.951 -0.221
C -1.866 4.178 -1.150
C -3.774 -7.584 -0.094
C -0.521 2.976 -4.183
C -0.179 -3.116 -0.513
C 1.440 -0.377 3.291
C 0.313 -2.440 -1.692
C 0.071 0.578 5.225
H -2.055 5.900 0.907
H -1.067 3.777 -6.082
H -0.151 0.667 6.277
H 0.142 -1.828 6.123
H -2.764 -1.393 -2.894
H -0.742 -3.285 4.540
H -0.845 -3.492 -3.193
H 4.791 -4.315 0.810
H -3.814 -2.403 1.820
H -1.222 -4.733 -1.483
H -0.583 7.389 2.816
H 2.332 5.579 -4.264
H -0.035 5.621 -7.173
H 1.862 -0.869 -4.751
H -1.691 6.245 3.545
H -2.139 1.881 -3.312
H -4.681 -7.722 -0.667
H -1.526 4.767 -2.002
H 1.417 4.665 3.037
H -4.297 -3.246 -2.339
H 2.091 4.817 -1.298
H 2.849 -4.028 2.337
H 2.473 -0.075 -2.443
H -1.173 0.977 -4.466
H -0.824 -4.979 2.768
H -2.314 2.192 -5.042
H -1.174 2.171 4.610
H 2.503 2.535 2.311
H -2.306 -0.520 1.270
H 1.716 5.681 -6.912
H 5.623 -2.345 -0.463
H -4.817 -3.752 0.026
H 0.664 6.803 -6.061
H 3.208 3.573 1.079
H 4.363 -0.200 -0.286
H -1.908 3.127 -1.448
H -0.839 1.815 2.214
H 3.374 4.496 -2.468
H -3.446 -5.562 -0.748
H -2.868 4.503 -0.883
H -0.627 -7.275 1.990
H -1.972 -9.380 1.887
H 0.011 6.251 4.029
H 3.009 0.068 6.004
H 2.620 3.151 -1.599
H 2.412 2.056 0.611
H 3.620 0.546 3.286

=====

Here is a molecular structure, C53H48Br2N4O7PTi from the Open Molecules 2025 dataset. Energies are from wB97M-V/def2-TZVPD.

Summary:
charge	+1
HOMO energy	-10.072	eV
lowest unoccupied orbital energy	-3.0	eV
orbital gap	0.2596	Ha

Cartesian coordinates (Å):
Br -2.554 -1.196 -1.665
Br -3.355 -4.155 2.984
Ti 0.960 0.974 -0.899
P -1.603 3.144 0.269
O 0.244 -3.735 -6.148
O 2.079 -3.436 -7.502
O -0.377 0.254 0.138
O 2.362 -0.484 -0.136
O 2.223 0.717 -2.625
O 0.770 -0.744 -2.074
O 1.107 -5.268 2.076
N 1.367 -2.841 0.569
N 1.712 3.043 -1.573
N 0.064 -0.102 2.707
N 1.352 2.007 0.960
C 2.103 -2.677 1.648
C 0.831 -6.368 2.934
C 2.997 -0.964 -4.962
C -3.838 0.895 2.900
C 0.399 -5.142 0.938
C -2.532 -2.722 2.101
C -1.094 -6.013 -0.775
C 2.269 3.036 1.459
C 3.842 -1.675 2.961
C -4.925 0.798 0.757
C 0.286 -0.190 4.016
C -2.286 4.796 0.602
C -2.801 -2.455 0.811
C -1.427 5.855 0.952
C 3.152 -1.659 -6.161
C -0.821 1.570 -3.407
C 5.021 0.275 2.226
C -4.157 6.250 1.218
C 2.636 4.096 0.423
C -0.434 -6.147 0.454
C 4.840 -0.736 3.175
C -0.839 -0.933 2.117
C 3.019 -1.624 1.821
C 1.068 -2.792 -5.597
C -1.760 2.132 -4.275
C -0.378 -1.167 4.777
C -0.713 1.834 -2.037
C -1.670 2.740 -1.541
C -1.090 -0.719 0.729
C 1.893 -1.185 -4.127
C 2.972 3.539 -0.957
C 4.227 0.369 1.104
C 2.169 -2.606 -6.424
C -3.897 1.545 0.190
C -2.847 1.692 2.339
C -1.910 7.043 1.504
C -2.622 3.321 -2.370
C 3.175 -0.554 0.873
C -3.294 7.228 1.664
C -0.945 -4.816 -1.506
C 1.307 0.743 4.620
C -4.882 0.436 2.092
C 0.929 -4.236 -7.286
C -1.575 -1.934 2.809
C -2.074 -1.451 0.118
C -0.132 -3.814 -1.013
C -2.878 2.025 0.976
C 1.652 -0.388 -2.904
C -2.694 3.011 -3.732
C 0.561 -3.965 0.190
C -3.670 5.050 0.742
C -1.291 -2.036 4.212
C 0.899 -2.122 -4.427
H 1.423 -6.244 3.843
H -5.222 6.426 1.283
H -1.230 7.825 1.802
H -0.107 0.878 -3.822
H 3.412 4.338 -1.582
H -5.615 -0.215 2.479
H 0.441 2.512 0.867
H 2.280 0.428 4.251
H -1.723 -6.836 -1.097
H -4.361 4.270 0.503
H -2.025 2.081 2.936
H -3.304 4.049 -1.958
H 2.104 -3.450 2.387
H 0.032 -2.935 -1.591
H -3.458 3.438 -4.346
H 0.299 -4.235 -8.174
H -0.229 -6.407 3.195
H 1.823 4.809 0.292
H -1.760 1.819 -5.312
H 3.481 4.640 0.849
H 1.266 0.700 5.727
H 3.660 -2.493 3.667
H -3.805 0.619 3.964
H -0.357 5.733 0.886
H 0.048 -2.281 -3.772
H 1.125 1.319 1.719
H -1.539 -4.696 -2.403
H 1.152 1.761 4.260
H -3.522 -3.081 0.296
H 1.435 -2.071 -0.091
H 1.809 2.893 -2.577
H -0.174 -1.218 5.851
H -5.744 0.519 0.106
H 4.406 1.102 0.339
H 1.091 -7.302 2.431
H -1.825 -2.772 4.800
H -3.700 8.118 2.098
H 1.277 -5.261 -7.067
H 3.180 2.588 1.815
H -0.529 -7.096 0.963
H 5.735 1.026 2.442
H -3.981 1.773 -0.865
H 4.014 -1.479 -6.788
H 1.784 3.543 2.294
H 0.959 3.694 -1.448
H 5.391 -0.713 4.116
H 3.737 -0.227 -4.685
H 3.720 2.740 -0.915

=====

Here is a molecular structure, C53H48BrF3N3O2PTl from the Open Molecules 2025 dataset. Energies are from wB97M-V/def2-TZVPD.

Summary:
charge	-1
HOMO energy	-4.798	eV
lowest unoccupied orbital energy	2.3	eV
orbital gap	0.2596	Ha

Cartesian coordinates (Å):
Tl 0.336 -0.452 1.163
Br 3.677 2.594 1.073
P -1.412 -3.078 0.125
F 8.661 -2.875 -3.194
F 8.795 -0.766 -3.621
F 9.476 -1.522 -1.727
O -1.076 0.530 -0.283
O -3.417 0.873 -0.965
N 1.136 2.604 -0.609
N -0.332 -2.491 1.039
N 0.001 2.423 -1.264
C 0.014 -2.116 4.335
C 4.620 -0.987 -0.968
C -3.517 -1.614 1.098
C -1.799 -5.637 -1.081
C -0.559 2.742 2.608
C 6.852 -0.219 -1.476
C 2.599 6.594 0.268
C -4.105 -3.902 0.683
C 7.138 -1.443 -2.074
C 1.461 3.791 -0.259
C -3.153 -2.886 0.661
C -0.238 -2.378 -2.255
C -2.581 -1.910 -3.665
C -0.672 -7.616 -0.314
C 0.142 0.292 3.289
C 6.171 -2.435 -2.126
C -1.877 -0.414 4.156
C -1.183 -4.887 -0.082
C -2.963 -1.238 4.777
C -0.554 1.074 -1.431
C -3.518 1.542 -4.529
C -0.599 -0.805 3.949
C -1.618 1.215 -2.513
C 3.332 -0.751 -0.389
C -0.043 -6.872 0.673
C -4.815 -1.348 1.503
C -2.037 0.953 3.673
C -1.469 -2.513 -1.613
C -0.296 -5.512 0.787
C 3.165 5.312 0.724
C 1.584 8.009 -1.412
C 8.504 -1.658 -2.652
C 2.086 6.778 -1.017
C 1.595 9.085 -0.536
C -0.182 -2.029 -3.594
C 1.546 0.578 3.822
C 5.605 0.007 -0.930
C -2.638 -2.266 -2.323
C -1.356 -1.802 -4.303
C -0.848 1.397 3.191
C 4.920 -2.206 -1.577
C -3.348 1.676 3.670
C -1.235 1.463 -3.825
C 2.126 8.922 0.736
C -2.164 1.632 -4.839
C 2.243 -0.549 0.103
C -1.549 -6.996 -1.195
C -3.924 1.289 -3.232
C 2.696 4.091 0.441
C -2.982 1.125 -2.215
C 2.625 7.692 1.129
C -5.402 -3.642 1.107
C -5.762 -2.363 1.505
H -6.777 -2.159 1.825
H -3.542 -1.788 4.029
H -3.246 2.688 3.282
H -3.495 -1.696 -4.206
H -6.133 -4.442 1.125
H -2.543 -1.977 5.462
H 2.100 5.954 -1.718
H 1.842 1.604 3.606
H -0.420 -2.937 3.761
H -2.765 -0.832 1.126
H 0.469 3.052 2.807
H -3.663 -0.618 5.340
H 1.189 8.127 -2.412
H 4.036 5.382 1.364
H -4.972 1.204 -2.975
H 1.085 -2.126 4.129
H -0.174 1.524 -4.044
H -0.647 3.202 -1.353
H 2.147 9.756 1.426
H -0.127 -2.321 5.400
H 7.610 0.553 -1.443
H -4.084 1.161 3.045
H 0.673 -2.534 -1.687
H -2.599 0.602 -0.452
H 0.791 4.636 -0.440
H 1.205 10.045 -0.846
H -3.838 -4.906 0.380
H -0.689 2.753 1.524
H -1.220 3.502 3.027
H 4.160 -2.976 -1.610
H 3.034 7.569 2.125
H -0.472 -8.677 -0.407
H 0.653 -7.351 1.351
H -1.842 1.828 -5.853
H 0.268 0.461 -1.830
H -5.084 -0.347 1.816
H 1.570 0.447 4.908
H -3.598 -2.331 -1.824
H 0.778 -1.918 -4.084
H 6.394 -3.384 -2.592
H -4.262 1.664 -5.307
H 2.318 -0.067 3.398
H -2.461 -5.151 -1.790
H -3.774 1.740 4.675
H 0.195 -4.898 1.533
H -1.314 -1.511 -5.344
H -2.029 -7.570 -1.978
H 5.369 0.957 -0.470

=====

Here is a molecular structure, C53H48Cl3LaN3O3P2Si from the Open Molecules 2025 dataset. Energies are from wB97M-V/def2-TZVPD.

Summary:
charge	-1
HOMO energy	-4.649	eV
lowest unoccupied orbital energy	2.3	eV
orbital gap	0.2558	Ha

Cartesian coordinates (Å):
La -1.000 -0.700 -0.452
Cl -4.398 -4.273 -1.522
Cl -3.783 -1.433 -1.536
Cl -2.562 -3.097 0.377
P 0.602 -3.155 0.370
P 0.764 2.227 0.212
Si 1.694 -0.536 -1.362
O -2.059 -4.003 -3.229
O -2.160 1.000 -0.746
O -1.040 -2.385 -2.058
N 1.439 0.076 5.961
N -0.101 0.154 4.083
N -0.623 -0.574 1.848
C 0.014 -6.322 -2.096
C 4.516 3.243 -1.076
C 0.374 5.941 -1.622
C 1.298 2.640 1.917
C 0.276 -6.379 2.966
C -4.137 1.580 1.382
C 2.077 -4.519 -1.652
C 2.804 -1.507 -0.078
C -1.623 5.459 -0.400
C -4.133 2.142 -0.031
C -3.158 1.800 -1.016
C -0.884 6.325 -1.189
C 0.914 4.727 -1.234
C 2.180 3.101 4.516
C 4.782 2.266 -2.021
C 3.910 1.205 -2.174
C -0.426 -5.820 4.020
C -5.227 3.636 -1.595
C 0.919 -4.444 -0.888
C -3.286 2.385 -2.309
C -4.305 3.284 -2.562
C 2.427 2.155 -0.568
C -0.264 -0.236 2.916
C 0.627 -5.610 1.872
C 2.735 1.104 -1.433
C 0.735 3.657 2.677
C 4.112 -1.107 0.180
C -0.787 -4.485 3.969
C 2.720 2.061 3.776
C -2.333 2.078 -3.449
C 0.265 -4.265 1.806
C 2.306 -2.579 0.680
C -2.336 0.604 -3.858
C -2.924 2.044 2.191
C -0.907 2.537 -3.145
C 2.198 -5.494 -2.627
C 3.090 -3.194 1.650
C 2.272 1.821 2.491
C 1.178 3.884 3.969
C -0.112 -5.352 -1.126
C 4.385 -2.769 1.882
C 2.072 -1.398 -3.061
C -5.125 3.056 -0.345
C 0.214 3.887 -0.373
C 0.758 0.088 5.028
C -4.219 0.051 1.415
C -1.079 4.254 -0.002
C -0.454 -3.721 2.867
C 4.897 -1.720 1.140
C -3.162 -3.073 -1.295
C 3.336 3.190 -0.359
C -1.932 -3.204 -2.337
C 1.170 -6.393 -2.855
H 3.104 -5.551 -3.212
H 1.173 -6.060 1.057
H 4.148 0.429 -2.886
H 3.107 -1.714 -3.173
H 5.685 2.317 -2.614
H 1.442 -2.276 -3.155
H -4.379 3.728 -3.548
H 2.675 0.991 1.921
H -2.003 1.729 1.704
H 1.831 -0.727 -3.882
H -0.757 -2.686 2.821
H -0.256 2.346 -3.998
H -1.765 0.472 -4.776
H -5.111 -0.305 0.898
H -2.685 2.656 -4.316
H -0.795 -7.017 -2.263
H 0.737 4.677 4.556
H 2.521 3.285 5.523
H 4.986 -3.250 2.641
H -6.014 4.344 -1.813
H 2.685 -4.008 2.236
H -3.323 -0.364 0.945
H -2.632 5.718 -0.109
H -5.036 1.974 1.880
H -1.017 -5.296 -0.532
H -0.893 3.605 -2.931
H -0.043 4.276 2.254
H 5.907 -1.370 1.312
H -1.870 -0.009 -3.085
H -1.294 7.279 -1.487
H 5.221 4.047 -0.911
H -1.671 3.564 0.576
H 0.552 -7.425 2.999
H 0.940 6.590 -2.276
H -1.337 -4.045 4.788
H -0.514 1.998 -2.281
H 4.529 -0.285 -0.383
H 2.884 -3.820 -1.484
H -0.693 -6.427 4.872
H -2.921 3.126 2.296
H 1.876 4.432 -1.625
H 3.117 3.960 0.370
H -2.938 1.613 3.190
H -4.246 -0.301 2.446
H -5.847 3.323 0.416
H 3.481 1.434 4.215
H -3.352 0.256 -4.031
H 1.269 -7.149 -3.620

=====

| no. | strongest force on any atom (Eh/bohr) |
| --- | --- |
| 1 | 0.0470 |
| 2 | 0.0277 |
| 3 | 0.0118 |
| 4 | 0.0569 |